{"formula": "C41H51I2N5O14S", "method": "ωB97M-V/def2-TZVPD", "multiplicity": 1, "e_lumo_ev": -1.55, "e_tot_ha": -3913.5075, "species": ["C", "C", "N", "C", "O", "C", "C", "C", "C", "O", "O", "C", "O", "C", "C", "C", "C", "C", "C", "C", "C", "C", "S", "C", "N", "N", "C", "O", "N", "C", "C", "C", "C", "N", "C", "C", "C", "O", "C", "I", "C", "C", "I", "H", "H", "H", "H", "H", "H", "H", "H", "H", "H", "H", "H", "H", "H", "H", "H", "H", "H", "H", "H", "H", "H", "H", "H", "H", "H", "H", "H", "H", "H", "H", "H", "H", "H", "H", "H", "H", "H", "H", "H", "H", "H", "H", "C", "C", "C", "O", "C", "C", "C", "O", "O", "O", "H", "H", "H", "H", "C", "C", "C", "O", "C", "C", "C", "O", "O", "O", "H", "H", "H", "H"], "positions_angstrom": [[0.136, 2.627, -4.085], [0.112, 3.321, -2.685], [0.769, 2.427, -1.740], [0.957, 2.883, -0.394], [0.965, 1.726, 0.405], [1.990, 0.802, 0.065], [1.475, -0.476, -0.636], [2.304, -1.730, -0.229], [1.741, -2.414, 1.009], [3.691, -1.465, -0.067], [2.173, 3.596, -0.117], [2.966, 3.957, -1.177], [3.616, 3.188, -1.850], [3.089, 5.442, -1.493], [2.905, 5.775, -2.818], [2.946, 7.084, -3.238], [3.178, 8.050, -2.272], [3.382, 7.711, -0.960], [3.333, 6.398, -0.534], [-0.232, 3.749, 0.240], [-0.106, 5.268, -0.054], [-1.472, 5.901, -0.501], [-1.517, 6.253, -2.279], [-3.230, 6.414, -2.582], [-3.841, 6.533, -3.706], [-5.176, 6.613, -3.484], [-5.351, 6.539, -2.207], [-4.165, 6.399, -1.601], [-0.409, 3.384, 1.651], [-1.768, 3.089, 2.079], [-2.358, 1.792, 1.501], [-1.551, 0.515, 1.858], [-2.508, -0.723, 1.924], [-2.456, -1.473, 0.655], [-3.137, -0.739, -0.428], [-3.110, -2.736, 0.786], [-3.077, -3.751, -0.352], [-3.715, -3.017, 1.803], [0.439, 3.961, 2.595], [2.243, 2.904, 3.201], [0.198, 5.124, 3.220], [-1.019, 5.976, 2.929], [1.478, 5.984, 4.696], [-0.720, 2.911, -4.699], [1.097, 2.838, -4.565], [0.126, 1.546, -3.883], [-0.955, 3.481, -2.465], [0.605, 4.287, -2.821], [0.222, 1.576, -1.743], [2.813, 1.202, -0.536], [2.443, 0.468, 1.010], [1.543, -0.409, -1.732], [0.432, -0.718, -0.389], [2.165, -2.451, -1.055], [0.757, -2.855, 0.820], [1.715, -1.755, 1.887], [2.389, -3.258, 1.287], [3.970, -0.837, -0.743], [2.722, 4.987, -3.546], [2.803, 7.326, -4.285], [3.191, 9.088, -2.596], [3.554, 8.534, -0.270], [3.472, 6.134, 0.510], [-1.141, 3.407, -0.270], [0.538, 5.360, -0.942], [0.380, 5.852, 0.726], [-1.579, 6.831, 0.071], [-2.288, 5.246, -0.172], [-6.308, 6.562, -1.712], [-2.506, 3.894, 1.898], [-1.757, 2.972, 3.172], [-3.375, 1.703, 1.911], [-2.464, 1.895, 0.414], [-0.915, 0.304, 0.994], [-0.961, 0.614, 2.771], [-2.052, -1.398, 2.656], [-3.529, -0.444, 2.210], [-2.463, 0.070, -0.751], [-4.050, -0.225, -0.084], [-3.327, -1.340, -1.317], [-2.343, -4.538, -0.175], [-4.082, -4.150, -0.482], [-2.813, -3.283, -1.310], [-1.590, 5.673, 2.056], [-1.692, 5.925, 3.799], [-0.707, 7.026, 2.869], [-2.755, -9.908, 0.273], [-3.106, -8.839, -0.452], [-3.495, -7.543, 0.195], [-3.786, -6.598, -0.516], [-3.509, -7.475, 1.649], [-3.161, -8.545, 2.375], [-2.747, -9.834, 1.728], [-2.424, -10.766, 2.440], [-3.161, -8.531, 3.706], [-3.131, -8.860, -1.784], [-2.471, -10.847, -0.181], [-3.808, -6.539, 2.102], [-2.871, -9.421, 3.981], [-3.414, -7.968, -2.058], [5.855, -6.693, 1.148], [4.979, -5.858, 0.571], [3.667, -6.350, 0.028], [2.902, -5.547, -0.468], [3.375, -7.774, 0.120], [4.254, -8.605, 0.694], [5.552, -8.111, 1.259], [6.301, -8.914, 1.784], [4.031, -9.915, 0.797], [5.222, -4.554, 0.450], [6.801, -6.352, 1.544], [2.436, -8.119, -0.289], [4.814, -10.281, 1.250], [4.444, -4.165, 0.006]], "atomic_forces_ev_per_a": [[0.479, -0.096, 1.085], [-0.424, -0.561, -1.662], [0.118, 1.282, -0.390], [-1.457, -1.209, 1.787], [0.549, 0.429, -0.842], [0.324, -1.553, 0.364], [0.421, -0.346, -0.079], [-1.126, -0.224, -0.633], [0.759, -0.286, 0.480], [-0.016, -0.035, 0.223], [0.162, 0.562, -1.312], [1.577, 0.081, -0.982], [-1.038, 0.159, 0.930], [-0.601, -1.458, 0.707], [-0.064, -0.427, -0.973], [0.012, -0.025, 0.193], [-0.123, 0.657, -1.196], [0.139, 0.870, 0.839], [-0.080, 0.124, 0.244], [0.545, -0.215, -0.154], [-0.312, -0.375, -1.808], [0.262, 0.108, 1.630], [-0.240, 0.039, 0.013], [-1.522, -0.063, 0.170], [1.474, 0.022, -1.471], [-1.016, 0.151, 0.241], [0.566, -0.055, -1.622], [0.551, -0.080, 2.497], [-0.223, 0.903, -0.021], [-0.740, -0.616, 0.501], [0.526, 0.210, 0.486], [-1.494, -0.224, -1.316], [1.750, 0.128, 0.196], [-1.593, -0.753, -0.315], [1.027, 1.207, -0.296], [-0.403, -0.322, 0.648], [0.117, 1.252, -0.735], [0.493, -0.105, -0.216], [0.714, 0.327, 0.625], [-0.561, -0.165, -0.375], [-0.034, -0.081, -0.283], [0.185, 0.295, 0.981], [-0.622, -0.137, -0.454], [0.243, 0.020, -0.033], [-0.286, -0.031, -0.184], [-0.222, 0.146, -0.374], [0.310, 0.237, 0.321], [-0.018, -0.097, 0.530], [0.279, -0.087, 0.427], [-0.362, 0.509, 0.131], [-0.187, 0.300, -0.068], [-0.083, 0.322, 0.211], [0.118, 0.277, 0.031], [0.182, 0.095, 0.147], [0.067, 0.372, -0.058], [-0.163, 0.018, -0.245], [-0.068, 0.198, -0.101], [0.025, -0.105, -0.008], [0.099, 0.043, 0.188], [-0.011, 0.090, 0.159], [0.076, -0.077, 0.275], [0.050, -0.322, 0.114], [-0.045, 0.001, -0.120], [0.220, -0.065, 0.118], [0.155, 0.056, 0.418], [-0.127, -0.244, 0.044], [-0.215, -0.016, -0.397], [-0.006, 0.159, -0.445], [0.352, -0.047, 0.417], [0.365, -0.012, -0.174], [0.184, 0.061, -0.218], [0.161, 0.122, -0.112], [-0.036, -0.099, 0.164], [0.454, 0.133, 0.592], [-0.084, 0.111, -0.149], [-0.591, 0.045, 0.078], [0.120, -0.215, 0.022], [-0.177, -0.195, -0.050], [0.006, -0.467, -0.029], [-0.094, -0.079, 0.305], [-0.242, 0.055, 0.258], [0.247, -0.238, 0.284], [0.153, -0.128, 0.264], [0.254, 0.024, 0.023], [0.074, 0.010, -0.197], [-0.170, -0.194, -0.244], [0.041, -0.092, 0.177], [0.146, -0.450, -0.237], [-0.101, 0.242, 0.534], [-0.022, -0.409, -0.350], [-0.040, 0.132, -0.174], [-0.150, 0.465, 0.219], [0.072, -0.273, -0.459], [-0.058, 0.149, 0.272], [0.122, -0.365, -0.228], [-0.098, 0.358, 0.219], [0.002, 0.014, -0.018], [0.017, 0.000, 0.011], [0.009, 0.003, 0.064], [0.002, 0.004, -0.056], [0.029, -0.221, 0.057], [0.474, 0.270, 0.176], [-0.229, -0.410, -0.054], [0.108, 0.298, -0.001], [-0.061, 0.201, -0.056], [-0.470, -0.198, -0.205], [0.368, 0.469, 0.092], [-0.193, -0.276, -0.064], [0.360, 0.180, 0.154], [-0.450, -0.323, -0.166], [-0.014, 0.028, -0.001], [0.005, -0.020, 0.012], [-0.006, -0.051, 0.017], [0.069, 0.192, 0.045]], "mulliken_charge": [-1.451, 0.264, 0.138, -1.837, 0.748, -0.538, 0.195, 0.279, -1.275, -0.608, 0.114, 0.185, -0.540, 0.755, -0.425, -0.763, -0.439, -0.734, -0.096, -0.629, 0.527, -1.338, -0.147, 0.526, -0.363, -0.454, 0.022, -0.252, 1.373, -0.754, -1.012, 0.524, -1.217, 0.373, -0.785, 0.458, -0.939, -0.606, -0.797, -0.060, 0.281, -0.977, 0.045, 0.427, 0.284, 0.333, 0.121, -0.055, 0.442, 0.213, 0.491, 0.293, -0.445, 0.317, 0.227, 0.323, 0.327, 0.351, 0.433, 0.426, 0.398, 0.396, 0.548, 0.300, -0.878, 0.623, 0.777, 0.428, 0.419, 0.267, 0.543, 0.615, 0.313, -0.864, 0.730, 0.478, 0.279, -0.114, 0.320, 0.506, 0.172, 0.336, 0.326, -0.078, 0.378, 0.499, -0.973, 0.376, 0.946, -0.604, -0.981, 0.416, 0.927, -0.622, -0.569, -0.579, 0.434, 0.538, 0.354, 0.348, -0.835, 0.342, 1.021, -0.584, -1.064, 0.304, 1.020, -0.616, -0.567, -0.542, 0.437, 0.472, 0.355, 0.245]}